Here is C17H47Ag2NO19P3 as an isolated structure from OMol25. Energies are from ωB97M-V/def2-TZVPD.

Element x y z (Å)
1 Ag -0.24 0.75 -4.62
2 Ag -3.19 0.55 -2.16
3 N 0.06 -0.81 -1.40
4 O -1.14 -0.61 -1.08
5 O 0.85 -1.21 -0.60
6 O 0.44 -0.49 -2.51
7 C -3.37 -1.49 2.33
8 O -3.09 -2.52 1.40
9 P -4.11 -2.63 0.16
10 O -4.18 -1.45 -0.73
11 O -3.65 -3.97 -0.60
12 C -2.44 -3.95 -1.42
13 O -5.52 -3.12 0.95
14 C -5.64 -4.45 1.61
15 H -4.15 -0.79 2.01
16 H -2.46 -0.89 2.47
17 H -3.75 -1.98 3.22
18 H -1.70 -4.74 -1.27
19 H -1.99 -2.96 -1.35
20 H -2.73 -4.15 -2.45
21 H -5.92 -4.44 2.67
22 H -4.70 -5.01 1.61
23 H -6.40 -5.03 1.08
24 C 4.02 6.13 0.41
25 O 2.97 5.84 -0.47
26 P 1.63 4.92 -0.20
27 O 0.63 4.97 -1.33
28 O 2.13 3.48 0.37
29 C 2.49 2.33 -0.42
30 O 1.00 5.60 1.14
31 C 0.78 6.94 1.09
32 H 4.75 5.41 0.05
33 H 3.91 5.82 1.45
34 H 4.47 7.11 0.30
35 H 3.57 2.24 -0.27
36 H 2.35 2.40 -1.50
37 H 1.98 1.41 -0.13
38 H 0.83 7.28 0.05
39 H 1.58 7.41 1.66
40 H -0.17 7.24 1.55
41 C -4.59 3.84 2.37
42 O -4.44 4.31 1.09
43 P -3.40 3.64 -0.03
44 O -3.94 2.51 -0.86
45 O -2.92 4.99 -0.81
46 C -3.86 5.34 -1.86
47 O -2.17 3.23 0.93
48 C -1.35 2.11 0.86
49 H -4.08 4.58 2.99
50 H -4.12 2.86 2.41
51 H -5.66 3.82 2.56
52 H -3.28 5.16 -2.77
53 H -4.05 6.39 -1.63
54 H -4.80 4.80 -1.92
55 H -1.93 1.23 1.14
56 H -0.49 2.18 1.51
57 H -0.86 1.90 -0.10
58 C 0.04 -3.91 -3.77
59 O 0.68 -4.13 -5.01
60 C 1.87 -4.86 -4.95
61 C 3.01 -3.99 -4.25
62 O 4.24 -4.64 -4.19
63 C 4.83 -4.86 -5.45
64 H 0.02 -4.75 -3.08
65 H -0.90 -3.41 -3.99
66 H 0.66 -3.11 -3.36
67 H 2.20 -5.01 -5.97
68 H 1.72 -5.87 -4.55
69 H 2.81 -3.76 -3.20
70 H 3.06 -3.09 -4.85
71 H 4.14 -5.37 -6.12
72 H 5.68 -5.49 -5.20
73 H 5.11 -3.91 -5.91
74 C 3.74 -2.17 6.08
75 O 4.05 -2.34 4.69
76 C 2.90 -2.59 3.79
77 C 1.84 -1.43 3.87
78 O 2.51 -0.15 3.68
79 C 3.09 0.07 2.37
80 H 3.14 -3.03 6.35
81 H 3.14 -1.31 6.40
82 H 4.62 -2.23 6.71
83 H 2.42 -3.53 4.08
84 H 3.28 -2.71 2.78
85 H 1.35 -1.32 4.83
86 H 0.99 -1.41 3.20
87 H 4.03 -0.48 2.34
88 H 3.31 1.11 2.14
89 H 2.44 -0.34 1.60

Summary:
orbital gap (alpha / beta)	5.58 / 7.86	eV
total charge	0
2S+1	2
HOMO (alpha / beta)	-6.10 / -8.92	eV
LUMO (alpha / beta)	-0.5 / -1.1	eV



Here is a 10-piece molecular cluster, C17H47F6N5O22PS4 overall from OMol25. Energies are from ωB97M-V/def2-TZVPD.

Element x y z (Å)
1 P 0.51 -0.26 0.44
2 F -0.65 0.35 1.41
3 F 0.02 0.81 -0.70
4 F 1.53 0.87 1.02
5 F 1.61 -0.80 -0.60
6 F 1.01 -1.23 1.62
7 F -0.55 -1.36 -0.08
8 C -0.83 0.96 4.48
9 N -0.86 1.51 5.85
10 O -1.25 0.76 6.73
11 O -0.58 2.68 6.01
12 H 0.02 0.28 4.39
13 H -0.76 1.75 3.74
14 H -1.71 0.37 4.26
15 C -1.03 -4.07 0.18
16 N -0.44 -4.51 -1.11
17 O 0.74 -4.36 -1.28
18 O -1.19 -5.05 -1.90
19 H -1.85 -3.40 -0.05
20 H -0.29 -3.50 0.73
21 H -1.26 -4.95 0.78
22 C -3.48 0.97 -0.84
23 N -3.33 2.25 -1.58
24 O -3.81 3.24 -1.09
25 O -2.78 2.19 -2.66
26 H -3.84 1.21 0.16
27 H -2.48 0.56 -0.73
28 H -4.16 0.32 -1.38
29 C 0.40 2.16 -3.65
30 N 1.61 2.10 -4.52
31 O 1.42 1.97 -5.71
32 O 2.70 2.24 -4.00
33 H -0.26 1.35 -3.95
34 H -0.08 3.12 -3.79
35 H 0.78 2.02 -2.64
36 C 4.16 1.87 2.87
37 N 3.11 1.63 3.91
38 O 3.43 1.00 4.90
39 O 2.03 2.16 3.74
40 H 4.64 2.78 3.21
41 H 3.60 2.03 1.95
42 H 4.88 1.06 2.83
43 O -0.31 -0.55 -6.07
44 S -0.90 -1.83 -6.33
45 O -0.09 -2.99 -6.55
46 O -1.94 -2.16 -5.17
47 C -1.42 -2.14 -3.82
48 C -2.54 -1.98 -2.83
49 C -2.08 -1.66 -7.65
50 H -0.73 -1.30 -3.65
51 H -0.87 -3.07 -3.69
52 H -3.16 -2.88 -2.73
53 H -3.10 -1.09 -3.11
54 H -2.12 -1.75 -1.84
55 H -2.83 -0.97 -7.28
56 H -2.47 -2.64 -7.90
57 H -1.51 -1.22 -8.47
58 O 5.49 -3.70 0.49
59 S 5.51 -2.39 1.06
60 O 6.44 -2.07 2.10
61 O 5.74 -1.33 -0.11
62 C 5.09 -1.55 -1.38
63 C 4.63 -0.21 -1.92
64 C 3.84 -1.94 1.56
65 H 4.21 -2.19 -1.26
66 H 5.83 -2.00 -2.04
67 H 3.81 0.23 -1.35
68 H 4.32 -0.29 -2.96
69 H 5.47 0.48 -1.77
70 H 3.25 -2.30 0.73
71 H 3.80 -0.86 1.60
72 H 3.59 -2.39 2.52
73 O -0.73 6.57 1.86
74 S -0.57 5.27 1.26
75 O -1.69 4.61 0.67
76 O 0.58 5.51 0.15
77 C 0.90 4.39 -0.70
78 C 2.26 3.83 -0.34
79 C 0.23 4.19 2.43
80 H 0.86 4.76 -1.73
81 H 0.16 3.60 -0.61
82 H 2.99 4.63 -0.23
83 H 2.62 3.16 -1.13
84 H 2.25 3.29 0.60
85 H 0.18 3.18 2.04
86 H -0.29 4.31 3.38
87 H 1.24 4.55 2.61
88 O -5.95 -0.42 4.00
89 S -4.85 -0.67 3.14
90 O -3.98 0.39 2.74
91 O -3.95 -1.77 3.89
92 C -2.84 -2.41 3.25
93 C -2.12 -3.21 4.33
94 C -5.39 -1.64 1.74
95 H -2.20 -1.67 2.78
96 H -3.17 -3.18 2.54
97 H -1.21 -3.64 3.91
98 H -2.78 -3.93 4.80
99 H -1.80 -2.47 5.08
100 H -4.54 -1.93 1.12
101 H -6.06 -1.03 1.14
102 H -5.84 -2.55 2.14

Summary:
orbital gap	10.63	eV
total charge	-1
2S+1	1
HOMO	-8.96	eV
LUMO	1.7	eV



Here is a 5-piece molecular cluster, C17H48N6O5 overall from OMol25. Energies are from ωB97M-V/def2-TZVPD.

Element x y z (Å)
1 C -1.00 -3.99 4.39
2 O -1.00 -2.86 5.22
3 C -1.39 -1.68 4.53
4 C -1.21 -0.51 5.48
5 C -2.38 -0.36 6.46
6 N -0.89 0.76 4.81
7 H -0.58 -4.82 4.95
8 H -0.41 -3.80 3.49
9 H -2.02 -4.32 4.12
10 H -0.82 -1.53 3.61
11 H -2.45 -1.82 4.26
12 H -0.32 -0.80 6.05
13 H -2.43 0.62 6.90
14 H -2.35 -1.16 7.20
15 H -3.32 -0.53 5.91
16 H -1.36 0.84 3.91
17 H 0.11 0.73 4.65
18 C -0.04 -1.50 -1.30
19 O -0.61 -0.30 -0.82
20 C -1.32 -0.47 0.38
21 C -1.86 0.87 0.77
22 C -0.80 1.94 0.96
23 N -2.67 0.72 2.02
24 H 0.72 -1.87 -0.60
25 H 0.47 -1.26 -2.23
26 H -0.80 -2.26 -1.51
27 H -2.13 -1.20 0.26
28 H -0.63 -0.84 1.16
29 H -2.54 1.24 -0.01
30 H 0.03 1.64 1.59
31 H -1.30 2.83 1.37
32 H -0.46 2.24 -0.03
33 H -3.13 1.61 2.17
34 H -3.48 0.13 1.81
35 C -3.19 -5.25 -2.69
36 O -2.56 -4.09 -3.16
37 C -3.23 -3.49 -4.24
38 C -2.51 -2.24 -4.65
39 C -3.34 -1.36 -5.56
40 N -1.25 -2.62 -5.35
41 H -2.88 -5.40 -1.66
42 H -2.90 -6.13 -3.28
43 H -4.28 -5.19 -2.76
44 H -3.29 -4.18 -5.10
45 H -4.27 -3.24 -3.97
46 H -2.25 -1.68 -3.74
47 H -3.33 -1.82 -6.56
48 H -2.88 -0.38 -5.70
49 H -4.38 -1.28 -5.25
50 H -0.90 -1.82 -5.88
51 H -0.54 -2.70 -4.63
52 C 4.25 6.20 2.82
53 O 3.75 5.79 1.58
54 C 4.55 4.79 0.99
55 C 3.89 4.23 -0.25
56 C 2.62 3.48 0.09
57 N 4.80 3.34 -0.97
58 H 3.71 7.09 3.13
59 H 5.32 6.45 2.80
60 H 4.11 5.41 3.58
61 H 5.54 5.18 0.73
62 H 4.69 3.97 1.71
63 H 3.62 5.07 -0.90
64 H 2.09 3.97 0.91
65 H 2.87 2.46 0.42
66 H 1.96 3.37 -0.76
67 H 5.01 2.51 -0.44
68 H 5.67 3.81 -1.21
69 N 3.81 0.55 -4.07
70 C 3.12 -0.51 -3.54
71 N 2.16 -1.09 -4.34
72 O 3.33 -0.94 -2.42
73 H 4.29 1.15 -3.44
74 H 3.54 0.94 -4.96
75 H 1.84 -0.72 -5.22
76 H 1.82 -1.95 -3.96

Summary:
orbital gap	9.36	eV
total charge	0
2S+1	1
HOMO	-8.82	eV
SMILES	COC[C@H](C)N.COC[C@H](C)N.COC[C@H](C)N.COC[C@H](C)N.NC(N)=O
LUMO	0.5	eV



Here is C17H50BBr2InN6O4P3 as an isolated structure from OMol25. Energies are from ωB97M-V/def2-TZVPD.

Element x y z (Å)
1 C -6.06 -1.48 -1.12
2 C -4.86 -2.51 -0.56
3 B -4.29 -1.80 0.83
4 O -4.25 -0.29 0.80
5 In -3.65 -2.87 2.72
6 P -3.19 -1.01 4.45
7 O -4.28 0.15 4.18
8 C -5.20 -4.36 3.51
9 Br -4.56 -5.14 5.27
10 C -6.71 -3.70 3.62
11 C -6.84 -2.58 4.83
12 Br -8.19 -5.08 3.66
13 H -5.58 -0.49 -1.58
14 H -6.66 -1.15 -0.15
15 H -6.78 -2.00 -1.88
16 H -4.01 -2.48 -1.40
17 H -5.26 -3.59 -0.36
18 H -5.05 0.01 1.33
19 H -2.08 -3.79 2.54
20 H -1.90 -0.39 4.24
21 H -3.36 -1.63 5.74
22 H -5.29 -5.23 2.70
23 H -6.87 -3.10 2.60
24 H -7.83 -1.95 4.64
25 H -5.96 -1.81 4.75
26 H -6.84 -3.09 5.91
27 O -1.14 -2.89 -1.58
28 P -0.11 -2.01 -2.32
29 N 0.51 -3.35 -3.17
30 C 1.87 -3.85 -3.24
31 C -0.36 -3.97 -4.16
32 N 0.79 -1.75 -0.87
33 C 1.94 -2.55 -0.48
34 C -0.03 -1.54 0.34
35 N 1.08 -1.00 -3.18
36 C 0.95 -0.86 -4.62
37 C 2.04 -0.08 -2.60
38 H 2.61 -3.06 -3.39
39 H 2.02 -4.56 -4.06
40 H 2.12 -4.41 -2.33
41 H -0.34 -3.41 -5.10
42 H -1.40 -4.01 -3.81
43 H -0.08 -5.01 -4.37
44 H 1.68 -3.59 -0.28
45 H 2.41 -2.14 0.43
46 H 2.74 -2.50 -1.22
47 H -0.38 -2.49 0.76
48 H -0.90 -0.92 0.12
49 H 0.54 -1.03 1.12
50 H 1.36 -1.72 -5.15
51 H 1.48 0.02 -5.02
52 H -0.10 -0.75 -4.90
53 H 3.02 -0.56 -2.51
54 H 1.74 0.30 -1.62
55 H 2.18 0.82 -3.21
56 O 2.91 2.98 -1.53
57 P 3.47 4.20 -0.75
58 N 4.69 3.26 -0.03
59 C 4.99 3.05 1.37
60 C 5.74 2.74 -0.90
61 N 2.08 4.26 0.26
62 C 2.00 3.63 1.57
63 C 0.79 4.00 -0.43
64 N 4.12 5.60 0.14
65 C 5.46 6.07 -0.19
66 C 3.39 6.52 0.99
67 H 4.99 3.98 1.94
68 H 5.98 2.62 1.53
69 H 4.29 2.35 1.82
70 H 6.49 3.51 -1.09
71 H 5.34 2.43 -1.87
72 H 6.25 1.87 -0.48
73 H 2.07 2.54 1.50
74 H 1.05 3.87 2.07
75 H 2.76 4.01 2.24
76 H 0.62 2.93 -0.57
77 H 0.78 4.49 -1.41
78 H -0.05 4.41 0.14
79 H 6.23 5.46 0.29
80 H 5.65 7.10 0.13
81 H 5.62 6.04 -1.27
82 H 3.51 6.22 2.04
83 H 2.33 6.58 0.76
84 H 3.75 7.55 0.91

Summary:
orbital gap	4.71	eV
total charge	-1
2S+1	1
HOMO	-4.46	eV
LUMO	0.3	eV



Here is a 9-piece molecular cluster, C17H51NO9 overall from OMol25. Energies are from ωB97M-V/def2-TZVPD.

Element x y z (Å)
1 C 0.76 0.95 3.53
2 C -0.67 1.00 4.03
3 C -0.74 0.22 5.37
4 C -1.07 2.41 4.35
5 C -1.56 3.27 3.10
6 C -2.51 2.48 2.18
7 C -2.08 1.03 1.97
8 C -3.17 0.15 1.39
9 C -0.89 1.05 0.82
10 N -1.73 0.41 3.25
11 O -1.27 -0.97 2.96
12 H 0.98 1.64 2.75
13 H 1.41 1.17 4.37
14 H 1.01 0.03 3.10
15 H -0.17 0.81 6.03
16 H -1.71 0.03 5.77
17 H -0.33 -0.79 5.26
18 H -1.91 2.40 5.06
19 H -0.24 2.92 4.85
20 H -1.96 4.20 3.47
21 H -0.69 3.54 2.56
22 H -2.62 2.87 1.13
23 H -3.52 2.46 2.57
24 H -3.93 -0.09 2.11
25 H -2.78 -0.71 0.82
26 H -3.76 0.71 0.63
27 H -0.46 2.03 0.76
28 H -1.32 0.78 -0.15
29 H -0.08 0.39 1.02
30 H -1.90 -1.56 3.41
31 C 3.02 -3.92 -0.63
32 O 2.84 -3.00 -1.71
33 H 4.06 -4.25 -0.58
34 H 2.71 -3.54 0.33
35 H 2.28 -4.73 -0.85
36 H 2.30 -2.27 -1.36
37 C -1.58 2.53 -3.00
38 O -0.42 1.75 -2.96
39 H -2.28 2.28 -2.20
40 H -1.26 3.54 -2.84
41 H -2.08 2.41 -3.98
42 H -0.01 1.56 -3.82
43 C -3.61 -0.94 -2.83
44 O -3.96 0.04 -3.78
45 H -4.53 -1.38 -2.40
46 H -3.02 -1.78 -3.24
47 H -3.04 -0.46 -2.01
48 H -3.86 -0.25 -4.70
49 C 4.36 0.31 -3.82
50 O 3.01 0.27 -4.15
51 H 4.92 -0.29 -4.54
52 H 4.76 1.35 -3.71
53 H 4.58 -0.26 -2.88
54 H 2.57 0.20 -3.30
55 C 2.47 1.07 -0.87
56 O 1.58 0.31 -1.73
57 H 1.99 1.94 -0.41
58 H 2.78 0.47 0.02
59 H 3.40 1.35 -1.37
60 H 0.90 0.93 -2.06
61 C 0.05 -0.92 -4.89
62 O 0.64 0.25 -5.49
63 H -0.54 -1.45 -5.66
64 H 0.71 -1.61 -4.48
65 H -0.68 -0.67 -4.11
66 H 1.64 0.22 -5.44
67 C 2.43 -2.41 3.06
68 O 2.51 -1.59 1.92
69 H 1.57 -2.14 3.67
70 H 2.53 -3.52 2.89
71 H 3.28 -2.11 3.66
72 H 1.72 -1.77 1.40
73 C -0.61 -2.31 -0.58
74 O 0.61 -1.66 -0.28
75 H -0.82 -2.15 -1.62
76 H -0.45 -3.37 -0.35
77 H -1.37 -1.94 0.11
78 H 0.79 -0.93 -0.90

Summary:
orbital gap	9.58	eV
total charge	0
2S+1	1
HOMO	-8.93	eV
SMILES	CC1(C)CCCC(C)(C)N1O.CO.CO.CO.CO.CO.CO.CO.CO
LUMO	0.7	eV



| no. | largest force on an atom (hartree/bohr) |
| --- | --- |
| 1 | 0.0909 |
| 2 | 0.0349 |
| 3 | 0.0225 |
| 4 | 0.1563 |
| 5 | 0.0521 |